[1]
9 unconnected molecules or ions with the total composition C27H78N10O9 at a distorted geometry, computed with ωB97M-V/def2-TZVPD.

**F_max**: 3.6 eV Å⁻¹
**HOMO level**: -8.7 eV
**Calculated total energy**: -2300.14811 Eh
**Multiplicity**: 1
**HOMO-LUMO gap**: 9.26 eV

```
124
C27H78N10O9, DFT ωB97M-V/def2-TZVPD
O -7.1262 -8.2861 18.8782
O -4.4210 -9.6675 22.4242
O -5.8004 -2.0229 25.7027
O -12.4222 -5.5560 17.1864
O -6.2396 -3.7322 19.2757
O -3.6384 -4.4619 16.9259
O -7.1730 -0.9208 19.4704
O -11.6949 -2.6382 19.8232
O -9.2670 -6.6049 24.7707
N -7.5767 -2.5217 22.3553
N -9.9191 -3.5149 21.0797
N -10.1348 -1.2816 20.4595
N -7.4451 -5.5129 20.0877
N -5.5265 -5.8403 18.7724
N -6.0331 -7.2330 23.0064
N -8.4476 -8.9465 15.4958
N -3.4318 -2.7511 19.1635
N -10.0152 -6.1579 15.5573
N -1.1727 -8.1064 21.3585
C -5.0759 -2.3292 22.9359
C -7.6203 -9.1425 16.5941
C -2.4364 -3.7781 17.1735
C -8.9323 -4.1919 16.9396
C -11.3713 -4.5937 17.0100
C -4.6732 -3.7974 16.2985
C -4.7821 -11.0472 22.8071
C -5.5627 -3.2764 26.3873
C -6.8771 -8.4640 24.9779
C -6.3758 -4.9205 19.3838
C -3.0278 -9.6200 22.1451
C -10.6105 -2.5062 20.3752
C -7.9187 -6.3490 24.3085
C -3.4043 -7.7617 20.6231
C -6.8442 -2.0257 24.6860
C -9.7514 -5.5196 25.4504
C -13.5542 -4.9157 17.8427
C -2.6079 -8.2146 21.7873
C -2.6040 -2.5271 17.9939
C -7.2699 -0.2528 18.2380
C -8.1037 -8.3564 17.8501
C -6.2058 -8.7123 16.1047
C -6.4919 -2.7229 23.3825
C -1.2399 -1.9815 18.3899
C -6.9328 -9.4860 19.5631
C -7.2179 -7.6073 23.7217
C -10.0466 -5.2469 16.7856
H -3.2462 -8.4699 19.7833
H -4.5281 -2.9622 22.2205
H -13.5577 -5.0386 18.9520
H -0.8207 -8.7710 20.7210
H -4.5121 -11.3597 23.8190
H -9.3302 -9.4718 15.5047
H -7.1241 -0.9414 24.5743
H -9.8576 -4.7252 24.7390
H -2.8141 -10.2208 21.2498
H -7.8767 -9.8338 19.9744
H -1.1369 -0.9227 18.5804
H -9.2328 -3.8914 17.9621
H -10.5970 -4.2363 21.3854
H -5.8315 -11.2220 22.6796
H -3.0471 -6.7379 20.3528
H -6.4301 -0.5207 17.5899
H -5.3929 -8.0298 22.9624
H -4.6702 -5.4790 18.4642
H -6.5866 -10.2758 18.8991
H -8.2204 -7.2920 17.5548
H -6.0978 -7.6489 15.8912
H -4.3771 -11.7588 22.1094
H -7.7704 -8.6102 25.6028
H -0.4761 -2.2578 17.6358
H -7.2633 -6.0548 25.0840
H -10.5775 -0.6550 19.8132
H -4.4840 -7.7567 20.7479
H -8.7030 -7.9536 15.3600
H -10.6182 -5.8477 25.9898
H -6.6161 -9.4951 24.8567
H -9.0616 -3.3531 16.2574
H -7.9622 -8.1608 23.0713
H -6.3960 -3.8047 23.5479
H -6.2489 -9.4451 20.3517
H -5.0234 -2.9399 16.9419
H -0.9711 -2.4501 19.3226
H -5.5125 -4.4806 16.1922
H -6.1366 -7.8668 25.5010
H -6.4841 -3.6016 26.8480
H -5.3960 -8.9160 16.8365
H -3.7512 -1.9192 19.6307
H -7.4862 -3.1586 21.5910
H -5.0056 -1.2752 22.5977
H -7.3934 0.7824 18.4675
H -8.1287 -0.5299 17.6652
H -7.0846 -1.8616 19.2906
H -7.8121 -5.5652 23.5374
H -2.7331 -7.5961 22.7106
H -5.2072 -4.0754 25.7248
H -9.0711 -8.7092 18.2814
H -7.6629 -2.5003 25.2100
H -8.2696 -4.9295 20.2469
H -11.3991 -3.9321 17.8991
H -7.6046 -6.4876 19.9298
H -2.0304 -3.5441 16.1844
H -11.5101 -3.9738 16.1033
H -7.6047 -10.2130 16.7567
H -9.3713 -3.1389 21.8776
H -4.4009 -3.4167 15.3095
H -4.7837 -3.0334 27.1344
H -9.2042 -1.0204 20.6818
H -9.8316 -6.0085 17.5382
H -2.5196 -10.1299 23.0048
H -7.9122 -4.5734 17.0412
H -4.2795 -3.2535 18.9113
H -4.3903 -2.3723 23.7898
H -7.4180 -1.6121 21.9273
H -14.4688 -5.3718 17.4376
H -0.5157 -8.0919 22.1266
H -10.0574 -5.5682 14.6947
H -6.1327 -6.6035 22.2450
H -3.0900 -1.7521 17.3685
H -10.8480 -6.7154 15.5588
H -13.6009 -3.8490 17.6208
H -1.7576 -4.4979 17.6819
H -5.9805 -9.2949 15.2090
H -8.9502 -5.1440 26.1677
H -5.6589 -6.7617 19.0820
```



[2]
A molecular structure, CH11N2Os at a distorted geometry, computed with ωB97M-V/def2-TZVPD.

**Net charge**: +1
**F_max**: 3.7 eV Å⁻¹
**HOMO level (spin up / spin down)**: -11.4 / -12.9 eV
**Calculated total energy**: -244.44960 Eh
**Multiplicity**: 5
**HOMO-LUMO gap (spin up / spin down)**: 7.62 / 7.89 eV

```
15
CH11N2Os, DFT ωB97M-V/def2-TZVPD
Os 1.4925 -0.2170 1.0199
N 1.4979 0.4452 -0.8765
N 1.4589 0.9136 2.6345
C -2.6166 -1.0075 -1.7201
H 0.2283 -1.1755 0.8392
H -2.9745 -0.0880 -1.3084
H -1.6670 -1.3327 -1.3089
H 0.8082 0.4528 3.2568
H 2.2807 1.1055 3.2024
H 1.0221 1.8218 2.4410
H 1.0755 1.3570 -0.9874
H -2.5285 -0.8858 -2.8023
H -3.3931 -1.7629 -1.5616
H 0.9138 -0.1397 -1.4868
H 2.4017 0.5130 -1.3418
```



[3]
A molecular structure, C4H10S at a distorted geometry, computed with ωB97M-V/def2-TZVPD.

**F_max**: 8.6 eV Å⁻¹
**HOMO level**: -9.1 eV
**Calculated total energy**: -556.34472 Eh
**Multiplicity**: 1
**HOMO-LUMO gap**: 9.77 eV

```
15
C4H10S, DFT ωB97M-V/def2-TZVPD
S -2.3030 -0.7296 0.0035
C -0.5065 0.0216 -0.2112
C 2.0463 -0.3668 -0.0097
C 0.5454 -0.7731 0.2400
C -1.0029 1.5885 0.0879
H 0.2306 -1.5482 -0.5185
H 0.4935 -0.8335 1.4132
H 2.6682 -0.6882 1.0650
H -1.9892 -2.2304 0.0665
H -0.4002 2.4154 0.0757
H -2.0013 1.8818 -0.3278
H 1.8753 1.0314 -0.4865
H 2.3913 -0.9935 -1.2076
H -0.4708 0.0474 -1.2728
H -1.5767 1.1773 1.0824
```



For each record above, in turn, the calculated energy above the lowest of the compared OMol25 structures with the same formula, charge and spin values are 0.0 0.0 623.0 kJ/mol.